No. 1
ORCA calculation (wB97M-V/def2-TZVPD) on 3 unconnected molecules or ions with the total composition C6H16BO6S.

* maximum force: 0.34 eV/Å
* HOMO energy: -3.57 eV
* gap between HOMO and LUMO: 6.36 eV
* calculated total energy: -30279.3359 eV

```
! wB97M-V def2-TZVPD RIJCOSX def2/J DEFGRID3
* xyz -1 1
B -0.49 1.84 2.20
S -2.27 1.02 2.19
H -0.30 2.44 3.24
H -0.39 2.56 1.22
H 0.26 0.87 2.12
H -3.06 2.09 2.24
C 2.19 0.63 -0.43
O 2.45 1.96 -0.01
C 3.50 2.54 -0.55
O 4.26 2.06 -1.36
O 3.61 3.78 -0.05
C 4.72 4.52 -0.55
H 1.30 0.33 0.11
H 2.00 0.60 -1.51
H 3.02 -0.03 -0.19
H 4.64 4.64 -1.63
H 5.66 4.02 -0.32
H 4.68 5.48 -0.06
C -3.93 -1.67 0.63
O -4.10 -2.89 -0.13
C -2.98 -3.45 -0.56
O -1.86 -3.06 -0.38
O -3.30 -4.56 -1.24
C -2.17 -5.26 -1.76
H -4.94 -1.36 0.89
H -3.35 -1.84 1.53
H -3.45 -0.90 0.04
H -1.52 -5.59 -0.96
H -1.61 -4.64 -2.45
H -2.57 -6.13 -2.28
*
```

natural (NBO) atomic charge list, values in e, 2 entries:
1 B -0.46
2 S -0.43

=====

No. 2
ORCA calculation (wB97M-V/def2-TZVPD) on a molecular structure, C6H16BrMnO2 in a non-equilibrium geometry.

* maximum force: 2.90 eV/Å
* HOMO energy (alpha / beta): -12.19 / -12.19 eV
* gap between HOMO and LUMO (alpha / beta): 4.01 / 4.10 eV
* calculated total energy: -111929.6665 eV

```
! wB97M-V def2-TZVPD RIJCOSX def2/J DEFGRID3
* xyz 1 6
Mn -0.03 1.11 -5.08
Br 1.23 0.09 -3.02
C 0.85 1.23 1.44
C 2.18 1.94 1.17
C 3.39 1.04 1.49
O 2.13 2.27 -0.23
H 0.86 0.79 2.44
H 0.67 0.51 0.65
H 0.14 2.05 1.38
H 2.39 2.89 1.66
H 3.43 0.11 0.92
H 3.28 0.77 2.55
H 4.37 1.53 1.47
H 2.16 1.46 -0.75
C -1.25 -1.92 -0.02
C -2.31 -1.54 -1.02
C -3.60 -1.25 -0.32
O -1.83 -0.40 -1.64
H -1.30 -1.37 0.92
H -0.20 -1.94 -0.32
H -1.44 -2.90 0.41
H -2.52 -2.36 -1.71
H -3.46 -0.34 0.26
H -3.95 -2.12 0.24
H -4.31 -1.12 -1.14
H -0.88 -0.53 -1.75
*
```

natural (NBO) atomic charge list, values in e, 2 entries:
1 Mn 1.57
2 Br -0.56

=====

No. 3
ORCA calculation (wB97M-V/def2-TZVPD) on a molecular structure, C6H16ClN2Si in a non-equilibrium geometry.

* maximum force: 4.77 eV/Å
* HOMO energy: -14.00 eV
* gap between HOMO and LUMO: 10.71 eV
* calculated total energy: -29852.5744 eV

```
! wB97M-V def2-TZVPD RIJCOSX def2/J DEFGRID3
* xyz 1 1
C 0.04 -0.31 0.38
C -0.36 3.20 0.65
C -2.33 -1.34 -1.69
C 0.55 2.07 0.73
C -1.73 -2.14 -0.53
C 1.34 -0.93 -0.15
N -0.22 0.84 0.71
N -1.27 -1.22 0.64
Si 3.14 -0.54 0.51
Cl 1.53 -0.29 -1.79
H -0.03 4.17 1.13
H -0.47 3.57 -0.38
H -1.27 2.93 1.08
H -1.86 -0.35 -1.66
H -2.25 -1.90 -2.71
H -3.36 -1.18 -1.56
H 1.15 2.26 1.72
H 1.46 2.06 0.03
H -0.90 -2.56 -1.08
H -2.38 -2.89 -0.09
H 1.31 -2.07 -0.30
H -2.11 -0.64 0.87
H -0.98 -1.75 1.49
H 3.49 -0.48 1.98
H 3.48 0.91 0.21
H 4.02 -1.43 -0.22
*
```

natural (NBO) atomic charge list, values in e, 2 entries:
1 C 0.45
2 C -0.63

=====

Q: Look up the calculated total energy of the second one.
A: -111929.6665 eV